{
  "formula": "C43H31AsClFeN4O5",
  "method": "ωB97M-V/def2-TZVPD",
  "symbols": ["Fe", "O", "C", "N", "C", "C", "C", "C", "C", "C", "N", "C", "O", "C", "C", "C", "C", "C", "N", "C", "C", "C", "C", "C", "N", "H", "H", "H", "H", "H", "H", "H", "H", "H", "H", "H", "H", "Cl", "C", "C", "C", "C", "O", "C", "C", "O", "C", "H", "H", "H", "H", "O", "As", "C", "C", "C", "C", "C", "C", "C", "C", "C", "C", "C", "C", "C", "C", "C", "C", "C", "C", "H", "H", "H", "H", "H", "H", "H", "H", "H", "H", "H", "H", "H", "H", "H"],
  "positions_angstrom": [[0.4678, 1.1596, 1.2520], [-1.8542, -0.1513, 4.1465], [-0.9829, 0.2715, 3.3964], [-1.1166, 0.9547, 2.2358], [-2.3349, 1.2970, 1.6285], [-3.5751, 1.3440, 2.2609], [-4.6993, 1.7421, 1.5493], [-4.5887, 2.1185, 0.2215], [-3.3626, 2.0448, -0.4266], [-2.2314, 1.5978, 0.2516], [-0.9789, 1.3036, -0.3612], [-0.5890, 2.1095, -1.4145], [-1.2067, 3.0995, -1.7746], [0.6785, 1.7933, -2.1881], [1.1722, 2.7732, -3.0427], [2.3502, 2.5432, -3.7279], [3.0073, 1.3406, -3.5319], [2.4227, 0.4089, -2.6927], [1.2850, 0.6258, -2.0443], [0.4828, 0.0295, 3.6973], [0.9141, -1.0801, 4.4022], [2.2699, -1.2378, 4.6189], [3.1360, -0.2546, 4.1538], [2.6194, 0.8099, 3.4418], [1.3157, 0.9424, 3.1824], [-3.6432, 1.0610, 3.2996], [-5.6627, 1.7655, 2.0453], [-5.4622, 2.4572, -0.3251], [-3.2783, 2.3373, -1.4625], [0.6223, 3.6995, -3.1336], [2.7579, 3.2910, -4.3971], [3.9499, 1.1288, -4.0199], [2.8862, -0.5584, -2.5194], [0.1827, -1.7976, 4.7519], [2.6504, -2.1090, 5.1388], [4.1995, -0.3127, 4.3438], [3.2642, 1.5904, 3.0547], [6.0534, 5.6988, -0.0011], [4.8860, 4.3961, 0.1762], [5.3090, 3.0838, 0.0060], [4.3687, 2.0563, 0.1717], [3.0408, 2.3149, 0.4877], [2.1941, 1.3089, 0.6135], [2.6195, 3.6799, 0.6801], [1.3085, 3.9747, 1.0697], [0.3479, 3.1209, 1.2992], [3.5891, 4.7078, 0.5061], [6.3394, 2.8632, -0.2393], [4.6583, 1.0174, 0.0478], [1.0538, 5.0294, 1.2064], [3.2961, 5.7405, 0.6548], [0.5274, -0.7950, 0.9031], [-0.5242, -1.2496, -0.3358], [-2.3067, -1.6023, 0.3649], [-2.3330, -2.1579, 1.6396], [-3.5358, -2.4926, 2.2369], [-4.7264, -2.2678, 1.5608], [-4.7037, -1.7453, 0.2755], [-3.4959, -1.4276, -0.3299], [-0.7312, -1.2333, -2.3048], [-1.6274, -0.4006, -2.9603], [-1.6425, -0.3408, -4.3483], [-0.7494, -1.0968, -5.0901], [0.1551, -1.9268, -4.4379], [0.1590, -1.9983, -3.0548], [-0.0670, -3.1824, -0.2783], [1.0522, -3.6208, 0.4184], [1.3373, -4.9794, 0.5189], [0.4921, -5.9087, -0.0675], [-0.6383, -5.4781, -0.7570], [-0.9103, -4.1244, -0.8640], [-1.3994, -2.3123, 2.1668], [-3.5418, -2.9083, 3.2366], [-5.6736, -2.4983, 2.0347], [-5.6307, -1.5688, -0.2560], [-3.4900, -1.0471, -1.3394], [-2.3000, 0.2348, -2.3985], [-2.3420, 0.3225, -4.8418], [-0.7476, -1.0379, -6.1722], [0.8727, -2.5033, -5.0090], [0.8743, -2.6317, -2.5497], [1.6899, -2.8782, 0.8835], [2.2154, -5.3124, 1.0605], [0.7041, -6.9686, 0.0113], [-1.3075, -6.2056, -1.2007], [-1.7874, -3.7875, -1.4057]],
  "forces_ev_per_angstrom": [[0.39, 1.36, -0.15], [0.00, -0.09, 0.15], [-0.13, 0.17, -0.55], [-0.63, -0.29, 0.47], [0.13, 0.02, -0.21], [0.10, -0.03, 0.03], [-0.01, 0.03, 0.07], [-0.03, -0.07, -0.04], [0.00, -0.10, -0.01], [0.10, -0.06, 0.03], [0.44, -0.24, -0.80], [-0.54, -0.22, 0.52], [-0.03, 0.32, -0.30], [0.17, -0.04, 0.19], [-0.09, 0.30, -0.02], [-0.05, 0.02, 0.05], [0.05, -0.08, -0.08], [-0.02, -0.04, 0.11], [0.07, -0.16, 0.41], [-0.19, 0.24, -0.06], [-0.12, -0.12, 0.23], [-0.01, 0.12, -0.10], [0.04, -0.04, 0.21], [0.09, 0.21, -0.09], [0.38, -0.83, 0.74], [0.00, 0.01, 0.01], [0.02, 0.03, 0.01], [0.03, -0.01, 0.01], [-0.02, -0.03, 0.03], [0.03, -0.03, 0.00], [-0.01, 0.03, 0.06], [-0.02, -0.03, 0.01], [0.03, 0.03, -0.04], [0.00, 0.08, 0.00], [-0.01, 0.04, 0.01], [-0.01, 0.01, -0.07], [-0.01, -0.09, -0.14], [0.04, 0.02, -0.03], [-0.07, -0.05, 0.04], [0.03, -0.03, -0.01], [-0.06, -0.04, 0.03], [-0.14, 0.11, -0.12], [0.66, -0.18, -0.43], [-0.08, -0.14, 0.06], [0.03, -0.11, -0.05], [-0.13, -0.01, 0.11], [-0.04, -0.01, 0.03], [-0.03, 0.02, -0.01], [0.00, 0.05, -0.01], [-0.07, -0.05, 0.04], [0.01, -0.02, -0.02], [0.02, 0.46, -0.62], [-1.01, -1.77, -0.33], [0.01, 0.27, 0.14], [0.09, 0.13, 0.02], [-0.01, 0.01, 0.02], [-0.02, -0.01, -0.06], [-0.03, -0.04, 0.04], [0.09, 0.07, -0.01], [0.44, 0.58, 0.04], [-0.10, 0.07, 0.14], [-0.06, -0.04, 0.03], [0.07, -0.05, 0.01], [-0.10, 0.01, -0.02], [-0.08, -0.04, 0.14], [0.28, 0.07, 0.08], [0.03, 0.15, -0.02], [-0.04, -0.04, -0.02], [-0.04, 0.01, -0.02], [0.05, -0.04, 0.04], [0.04, 0.09, -0.03], [0.00, 0.00, 0.06], [0.01, 0.05, -0.01], [0.03, 0.00, -0.02], [0.02, -0.01, -0.01], [-0.07, 0.08, 0.03], [0.09, 0.07, 0.00], [0.00, -0.02, 0.00], [0.00, 0.03, 0.03], [-0.02, -0.02, 0.03], [0.07, -0.03, -0.02], [0.02, -0.05, 0.02], [-0.02, 0.03, -0.01], [0.00, 0.03, 0.01], [0.00, 0.03, -0.03], [-0.05, -0.06, 0.00]],
  "lowdin_spin": [2.8028, 0.0151, 0.0069, -0.0307, -0.0040, 0.0008, -0.0007, 0.0023, 0.0004, 0.0034, 0.0415, 0.0075, 0.0144, -0.0003, 0.0005, 0.0002, 0.0007, 0.0000, 0.0002, 0.0097, 0.0000, 0.0071, 0.0006, 0.0107, 0.0276, 0.0002, -0.0002, 0.0002, -0.0001, 0.0002, 0.0000, 0.0001, 0.0000, -0.0001, 0.0004, 0.0000, 0.0014, -0.0095, 0.0056, 0.1651, 0.0199, 0.0746, 0.0392, 0.0437, 0.2868, 0.2336, 0.1355, 0.0125, -0.0025, 0.0155, 0.0062, 0.0408, 0.0058, 0.0010, 0.0007, 0.0001, 0.0003, 0.0002, 0.0003, 0.0015, 0.0006, 0.0001, 0.0002, 0.0001, 0.0003, 0.0007, 0.0006, 0.0000, 0.0001, 0.0001, 0.0002, 0.0003, 0.0000, 0.0000, 0.0000, 0.0000, 0.0002, 0.0000, 0.0000, 0.0000, 0.0000, 0.0003, 0.0000, 0.0000, 0.0000, 0.0000],
  "homo_ha": [-0.083, -0.169],
  "spin_multiplicity": 5,
  "e_tot_ev": -169042.5436,
  "e_lumo_ha": [0.0861, 0.0854],
  "orbital_gap_ev": [4.59, 6.93],
  "relative_energy_ev": 2.1629,
  "total_charge": -1
}

{
  "formula": "C43H31F3N7O2SSbTi",
  "method": "ωB97M-V/def2-TZVPD",
  "symbols": ["Ti", "N", "C", "S", "N", "N", "C", "C", "C", "C", "C", "C", "C", "C", "C", "C", "C", "C", "N", "H", "H", "H", "H", "H", "H", "H", "H", "H", "H", "H", "O", "C", "N", "C", "O", "C", "C", "C", "C", "C", "N", "C", "C", "C", "C", "C", "N", "H", "H", "H", "H", "H", "H", "H", "H", "F", "C", "C", "C", "C", "C", "C", "Sb", "C", "C", "C", "C", "F", "C", "C", "C", "C", "C", "C", "F", "C", "C", "H", "H", "H", "H", "H", "H", "H", "H", "H", "H", "H", "H"],
  "positions_angstrom": [[0.6597, -1.3129, 0.9160], [-2.2324, -3.1304, -1.8991], [-1.6543, -2.4163, -0.8948], [-0.1549, -3.1349, -0.2771], [-2.1561, -1.3734, -0.3964], [-1.4094, -0.6731, 0.3999], [-1.9513, 0.1915, 1.2307], [-3.3735, 0.2086, 1.5315], [-4.3800, 0.0414, 0.6054], [-5.6756, -0.1517, 0.9997], [-6.0777, -0.2140, 2.3476], [-5.0260, 0.0135, 3.2645], [-3.7566, 0.2101, 2.8747], [-0.9993, 1.1245, 1.8607], [-1.3212, 2.2577, 2.5987], [-0.3064, 3.1395, 2.9736], [0.9884, 2.8411, 2.6182], [1.2579, 1.6925, 1.9599], [0.3153, 0.7952, 1.6217], [-1.6612, -3.8317, -2.3134], [-3.2056, -2.8880, -2.2587], [-4.1097, -0.1004, -0.4316], [-6.4200, -0.2528, 0.2669], [-7.0993, -0.4286, 2.5951], [-5.2783, 0.0093, 4.3378], [-3.0257, 0.2094, 3.6305], [-2.3296, 2.4244, 2.9174], [-0.5531, 4.0084, 3.5270], [1.8272, 3.4940, 2.9185], [2.3268, 1.4217, 1.8101], [4.1089, -0.2541, 2.8315], [3.3852, -0.8896, 2.1592], [2.0150, -1.1337, 2.4207], [1.5185, -1.0534, 3.7586], [2.2372, -0.7548, 4.6795], [0.0763, -1.5078, 3.8347], [-0.6275, -1.5131, 5.0213], [-1.9008, -1.9279, 5.0661], [-2.4698, -2.4997, 3.9191], [-1.6641, -2.5447, 2.7460], [-0.3988, -2.0477, 2.7292], [3.7305, -1.5270, 0.8481], [5.0774, -1.7160, 0.4294], [5.3096, -2.4550, -0.7140], [4.2459, -2.8587, -1.4876], [2.9676, -2.6323, -0.9654], [2.6589, -2.0301, 0.1785], [-0.1245, -1.0942, 5.9232], [-2.4850, -1.7525, 5.9456], [-3.4271, -2.9814, 3.9757], [-1.9697, -3.1479, 1.8472], [5.8391, -1.3442, 1.0851], [6.3683, -2.7778, -0.9901], [4.3313, -3.5322, -2.3415], [2.1270, -3.1373, -1.5007], [-3.3450, 4.7646, -0.2165], [-2.4436, 3.7986, -0.5551], [-1.0847, 4.0100, -0.3538], [-0.1747, 3.0605, -0.6964], [-0.6497, 1.8507, -1.2583], [-1.9612, 1.6830, -1.4911], [-2.8668, 2.6500, -1.0930], [0.7793, 0.2941, -1.3939], [0.1308, -0.4414, -3.3724], [-0.3796, 0.4070, -4.3434], [-0.5313, -0.0144, -5.6484], [-0.2048, -1.3324, -5.9631], [-0.4273, -1.6884, -7.2326], [0.2823, -2.1788, -4.9658], [0.4371, -1.7265, -3.7147], [2.5870, 1.2628, -2.0982], [3.5824, 1.5364, -1.1539], [4.8017, 2.1174, -1.4994], [5.0265, 2.3954, -2.8428], [6.2321, 2.9987, -3.1468], [3.9884, 2.2242, -3.8206], [2.7720, 1.6414, -3.4350], [-0.7721, 4.9994, -0.0078], [0.9069, 3.2130, -0.5101], [-2.2911, 0.7358, -1.9545], [-3.9569, 2.5369, -1.1470], [-0.5530, 1.4368, -4.1026], [-0.7213, 0.7083, -6.4393], [0.5154, -3.2371, -5.2758], [0.9311, -2.3628, -3.0339], [3.4623, 1.3472, -0.0682], [5.6118, 2.2740, -0.8194], [4.0285, 2.6300, -4.7855], [2.1396, 1.3441, -4.2952]],
  "forces_ev_per_angstrom": [[0.95, 0.41, 0.96], [-1.68, 1.50, 0.66], [0.56, -2.30, -1.38], [0.19, 0.06, -0.23], [-2.78, 0.32, -1.20], [1.93, 1.34, 2.69], [0.13, -0.38, -0.60], [-0.34, 0.09, 0.52], [0.59, -0.46, -0.86], [-1.01, 0.02, 1.49], [2.33, 0.64, -1.03], [-3.34, -0.55, 1.25], [1.10, 0.11, -0.80], [1.22, -0.58, 0.03], [0.38, -0.13, -0.08], [-0.60, -1.05, -0.45], [0.68, 1.82, 0.87], [1.18, -1.95, -0.21], [-0.83, 0.47, -0.21], [-0.16, -0.53, -0.41], [2.15, -0.50, 0.63], [-0.22, 0.42, -0.01], [-0.83, -0.28, -1.00], [-0.16, 0.08, 0.33], [0.30, -0.06, -0.55], [0.97, 0.42, 0.81], [-0.42, 0.18, -0.18], [-0.11, 0.69, 0.47], [-0.60, -0.39, -0.29], [-1.03, 0.08, -0.07], [1.66, 1.02, 0.85], [-2.13, -0.96, -0.83], [-1.09, -0.44, 0.11], [1.80, 0.24, -0.66], [-1.40, -0.22, 0.01], [0.95, -0.26, 0.79], [2.49, 1.73, 1.30], [-1.91, -0.55, -0.88], [1.80, -0.09, -0.95], [-0.57, -1.29, 0.71], [-1.40, 0.38, -1.00], [1.18, -0.53, -0.47], [-2.28, 0.23, 0.81], [2.26, -0.47, -0.69], [-0.94, -0.46, 0.86], [-1.08, -1.55, -1.72], [1.18, 0.83, -0.13], [-0.39, -0.35, -0.85], [-0.24, -0.36, 0.46], [-0.33, 0.07, -0.32], [0.19, 1.04, 0.96], [0.36, 0.09, 0.11], [-1.56, 0.71, 0.37], [0.12, 0.49, 0.13], [0.69, 0.78, 0.53], [0.89, -0.84, -0.17], [0.48, 1.66, 0.72], [-0.12, 2.11, 0.27], [0.53, -1.01, -0.16], [2.83, 0.87, 0.72], [-1.44, -1.44, -0.59], [-2.32, -0.92, -0.54], [-0.18, 0.40, -2.61], [0.05, 0.79, 1.51], [0.33, 0.33, 0.34], [0.58, -0.12, -0.31], [-0.65, 1.04, 0.40], [0.48, -0.56, 0.48], [-0.49, -2.38, -3.77], [0.65, 0.18, 0.98], [-0.44, -0.11, 0.58], [0.22, 0.18, 0.76], [-0.25, -0.61, -1.39], [-0.43, 1.10, -0.75], [-1.78, -0.98, -0.02], [0.62, -0.02, 2.60], [1.06, -0.65, -0.51], [-0.04, -0.37, 0.11], [-0.78, 0.02, -0.24], [-0.11, 0.63, 0.33], [0.48, -0.23, -0.37], [-0.22, 0.43, 0.05], [-0.42, -0.30, 0.13], [-0.13, 1.24, 0.51], [0.22, -0.72, 0.87], [-0.19, -0.13, -0.81], [0.14, 0.16, 0.50], [0.66, 0.23, -1.30], [-0.13, 0.45, 1.04]],
  "lowdin_charge": [0.7305, 0.1246, -0.7604, 0.7711, 0.0066, -0.1281, -0.1514, -0.1605, -0.0367, -0.0429, 0.0048, -0.0629, -0.0756, -0.1711, 0.0464, 0.0161, -0.0168, -0.1201, -0.0032, 0.0799, 0.1688, 0.1019, 0.1003, 0.1144, 0.1282, 0.0955, 0.1261, 0.1239, 0.1488, 0.1225, 0.1826, -0.4539, -0.0152, -0.3755, 0.1638, -0.1875, 0.0175, -0.0273, 0.0110, -0.0714, 0.0108, -0.1520, 0.0540, -0.0177, -0.0054, -0.1596, -0.0258, 0.1596, 0.1293, 0.1227, 0.1182, 0.1314, 0.1598, 0.1321, 0.0678, 0.0806, -0.2563, -0.0078, -0.1133, -0.3847, -0.1403, -0.0046, 1.6210, -0.3256, -0.1190, 0.0202, -0.2445, 0.0988, -0.0069, -0.1812, -0.3425, -0.1413, 0.0014, -0.1912, 0.0558, 0.0336, -0.0894, 0.1407, 0.1147, 0.1147, 0.1432, 0.1042, 0.1365, 0.1523, 0.0527, 0.0856, 0.1229, 0.1059, 0.1136],
  "homo_ha": [-0.508, -0.508],
  "e_tot_ev": -108247.7035,
  "e_lumo_ha": [-0.2596, -0.2596],
  "orbital_gap_ev": [6.76, 6.76],
  "relative_energy_ev": 0.4438,
  "total_charge": 2
}